Entry 1:
Entry from the Open Molecules 2025 dataset: a cluster of 2 separate species, C5H11BrO3 in total in a non-equilibrium geometry (ωB97M-V/def2-TZVPD).

net charge = 0
M = 199.0 g/mol
E_HOMO = -6.855 eV
ΔE to the lowest compared entry with this formula, charge and spin = 0.0 kJ/mol
E_tot = -2996.70789 hartree

XYZ file:
```
20
C5H11BrO3, DFT ωB97M-V/def2-TZVPD
C 0.29088 1.90437 -1.36778
C 0.45906 -2.18151 -0.84597
C -2.15101 0.07229 1.30655
C 1.54503 0.27676 1.26735
C -0.47110 -0.08725 -0.36521
O -0.75034 1.17097 -0.73446
O 0.17926 -0.85198 -1.24828
O -1.36934 -0.70749 0.41506
Br 3.06064 0.15940 0.10753
H 0.96134 2.31439 -0.60733
H -0.19457 2.71411 -1.91121
H 0.86084 1.27483 -2.05145
H -0.46160 -2.75982 -0.73169
H 1.00717 -2.17602 0.09810
H 1.07868 -2.59986 -1.63721
H -3.17679 -0.28711 1.22419
H -2.10824 1.12945 1.05421
H -1.78417 -0.08284 2.32413
H 1.54530 -0.53669 1.97880
H 1.47897 1.25403 1.72467
```

***

Entry 2:
Entry from the Open Molecules 2025 dataset: a cluster of 2 separate species, C4H13N2O2 in total in a non-equilibrium geometry (ωB97M-V/def2-TZVPD).

net charge = +1
M = 121.2 g/mol
E_HOMO = -14.502 eV
ΔE to the lowest compared entry with this formula, charge and spin = 136.8 kJ/mol
E_tot = -419.97333 hartree

XYZ file:
```
21
C4H13N2O2, DFT ωB97M-V/def2-TZVPD
O 1.69962 -0.88617 2.15450
C 1.36148 -1.02012 0.99513
N 2.19773 -1.46602 0.02886
C -0.09715 -0.78341 0.56881
N -0.82530 -0.61799 1.93092
C -1.82447 0.57816 -0.70682
C -0.36186 0.38507 -0.31361
H 1.92793 -1.55766 -0.93004
H 3.15912 -1.36689 0.31151
H -0.39559 -1.79172 0.27786
H -0.20970 -0.21156 2.64261
H -1.17856 -1.51642 2.25293
H -1.64241 -0.06666 1.66360
H -2.43748 -0.28516 -0.42563
H -1.99303 0.72493 -1.76916
H -2.32952 1.38029 -0.16495
H 0.33012 0.32297 -1.14981
H 0.02648 1.30170 0.11091
H 0.27592 2.70247 -2.17682
H 1.31836 2.11088 -3.10460
O 0.99830 2.06332 -2.19621
```

***

Entry 3:
Entry from the Open Molecules 2025 dataset: a cluster of 5 separate species, C33H39F37N5O4 in total (ωB97M-V/def2-TZVPD).

net charge = +1
M = 1272.6 g/mol
E_HOMO = -12.269 eV
E_tot = -5550.42924 hartree

XYZ file:
```
118
C33H39F37N5O4, DFT ωB97M-V/def2-TZVPD
C -0.35509 4.01914 -6.00399
C 0.49964 4.82780 -5.02076
C 1.55938 3.99366 -4.32750
C 2.64510 4.79369 -3.59829
N 1.00458 2.95403 -3.43191
N 1.72631 1.79584 -3.27083
C 1.06705 1.01263 -2.38584
N 1.45414 -0.17377 -1.95611
C 0.63558 -0.82416 -0.91844
C 0.78944 -0.19356 0.45317
N -0.18534 -0.78495 1.37988
C 2.68596 -0.77412 -2.48830
F 2.92284 -1.90088 -1.74610
C 2.62161 -1.13750 -3.96063
C 3.97341 -0.97644 -4.68518
N -0.05057 1.63993 -1.98440
C -0.05672 2.79798 -2.62486
C -1.17267 3.80270 -2.37431
F -1.84700 4.04369 -3.49673
F -2.01123 3.23443 -1.50796
C -0.67834 5.13387 -1.74653
F -1.60348 6.06591 -1.97450
F -0.54439 4.94561 -0.43397
H -1.25030 4.57564 -6.25814
H 0.21105 3.83979 -6.91472
H -0.64313 3.06186 -5.57647
H 1.05684 5.57091 -5.58906
H -0.12210 5.39814 -4.33564
H 2.06048 3.43311 -5.11971
H 2.94372 5.61523 -4.24262
H 2.30734 5.17637 -2.64064
H 3.52974 4.17723 -3.45365
H 2.58996 1.64034 -3.76215
H 0.91093 -1.87121 -0.86296
H -0.40453 -0.77946 -1.23663
H 1.80031 -0.37144 0.82656
H 0.64287 0.88382 0.39857
H -0.88898 -1.30454 0.86998
H -0.68949 -0.05280 1.86009
H 3.51592 -0.08988 -2.27844
H 1.86805 -0.53026 -4.46042
H 2.27002 -2.16280 -4.03973
H 4.77280 -0.77949 -3.97208
H 4.24155 -1.89286 -5.19844
H 3.95730 -0.16139 -5.40327
H 0.26965 5.47451 -2.15561
C -5.40956 2.95765 1.82356
C -4.40947 2.82526 2.98153
C -2.95485 2.52141 2.61759
F -2.87258 1.30064 2.03756
F -2.20812 2.49711 3.74146
F -4.84439 1.92231 3.87901
F -4.37462 4.04776 3.58372
O -6.19174 1.81765 1.52864
C -5.79257 0.89727 0.61168
C -5.66263 -0.50041 1.22375
F -4.73598 -0.49454 2.20010
F -5.25620 -1.34439 0.24953
F -4.66203 1.25589 -0.02559
F -6.76468 0.80725 -0.33546
H -6.12685 3.70231 2.16419
H -4.93301 3.36057 0.92980
H -2.55002 3.28100 1.94287
H -6.61988 -0.83242 1.62823
C -9.66565 -1.96739 -1.47973
C -8.32515 -2.70755 -1.35837
C -7.14823 -2.17942 -2.18295
F -7.40972 -2.28065 -3.50276
F -6.05601 -2.93182 -1.91986
F -8.49260 -4.02207 -1.59029
F -7.93826 -2.55765 -0.05184
O -10.63340 -2.54434 -2.32831
C -10.74118 -2.20795 -3.64649
C -10.56321 -3.43734 -4.54351
F -9.33740 -3.96604 -4.36295
F -10.68028 -3.04992 -5.83146
F -9.89939 -1.22048 -3.99624
F -11.99827 -1.75828 -3.85513
H -10.10636 -2.03756 -0.48629
H -9.51799 -0.90723 -1.68792
H -6.93770 -1.13755 -1.93373
H -11.32297 -4.18539 -4.31140
C 3.84977 -3.68318 0.78731
C 2.50789 -4.37033 1.07912
C 1.56583 -3.69166 2.07404
F 2.11389 -3.64057 3.30293
F 0.42358 -4.40952 2.14684
F 2.70876 -5.65365 1.42456
F 1.82310 -4.35132 -0.11031
O 4.98546 -4.18993 1.45323
C 5.40431 -3.69313 2.65173
C 5.42770 -4.78378 3.72685
F 4.18983 -5.27750 3.90303
F 5.84041 -4.23771 4.89602
F 4.67762 -2.63057 3.04981
F 6.67742 -3.26759 2.49951
H 4.04066 -3.89309 -0.26436
H 3.77051 -2.59972 0.88704
H 1.31488 -2.67889 1.74140
H 6.10531 -5.58864 3.43784
C 6.90203 -1.02081 5.36440
C 8.43097 -1.12376 5.26238
C 9.22210 -1.32545 6.55732
F 9.07247 -0.26735 7.37710
F 10.53207 -1.43981 6.24516
F 8.92298 -0.06328 4.58702
F 8.68229 -2.24234 4.52189
O 6.34885 0.28187 5.31878
C 6.12069 1.01783 6.44374
C 6.89412 2.34031 6.40478
F 8.21759 2.10367 6.35114
F 6.62262 3.03340 7.53072
F 6.37271 0.33649 7.56987
F 4.80617 1.34843 6.45570
H 6.53228 -1.49254 4.45822
H 6.51430 -1.60464 6.19896
H 8.89874 -2.23554 7.06951
H 6.59279 2.92426 5.53310
```

***

Entry 4:
Entry from the Open Molecules 2025 dataset: the molecule C18H27N3O5S2 in a non-equilibrium geometry (ωB97M-V/def2-TZVPD).

net charge = 0
M = 429.6 g/mol
E_HOMO = -9.493 eV
SMILES = CC(=O)N1CCN(S(=O)(=O)c2ccc(S(=O)(=O)NC3CCCCC3)cc2)CC1
ΔE to the lowest compared entry with this formula, charge and spin = 87.2 kJ/mol
E_tot = -2038.95149 hartree

XYZ file:
```
55
C18H27N3O5S2, DFT ωB97M-V/def2-TZVPD
C 0.46774 -0.34912 -2.63293
C 0.71996 0.49636 -1.41360
O -0.19548 0.84270 -0.67723
N 1.98555 0.92250 -1.18659
C 3.14542 0.51427 -1.95382
H 3.05381 -0.54299 -2.20308
C 4.43091 0.72026 -1.12509
N 4.19406 0.60689 0.28628
S 4.21830 -0.89492 1.01495
O 4.43797 -0.66260 2.40847
O 5.14551 -1.68947 0.26769
C 2.56074 -1.55432 0.81298
C 2.27921 -2.34095 -0.28740
C 0.96223 -2.68411 -0.54925
C -0.03772 -2.22547 0.28828
C 0.25794 -1.51785 1.43637
C 1.57402 -1.18407 1.70899
H 1.84600 -0.64298 2.60134
H -0.54184 -1.21381 2.09129
S -1.75504 -2.40547 -0.23776
O -2.44774 -3.35176 0.58432
O -1.68726 -2.65014 -1.65454
N -2.37060 -0.92587 0.03300
H -1.83749 -0.15052 -0.33432
C -3.48752 -0.64788 0.90474
C -4.65979 -0.06884 0.10097
C -4.33731 1.33295 -0.41021
C -3.98451 2.26006 0.74874
C -2.80022 1.70252 1.53245
C -3.12253 0.30312 2.04996
H -2.27542 -0.09457 2.61148
H -3.97503 0.35489 2.73085
H -2.56986 2.35872 2.37509
H -1.92131 1.66307 0.88737
H -3.74337 3.25490 0.36885
H -4.84743 2.35522 1.41286
H -3.49467 1.28177 -1.10162
H -5.19617 1.72920 -0.95616
H -4.87583 -0.73364 -0.73643
H -5.54089 -0.03106 0.74474
H -3.77161 -1.62467 1.30978
H 0.68302 -3.26905 -1.41122
H 3.09389 -2.66326 -0.91781
C 3.28126 1.59025 0.81858
H 3.84634 2.48175 1.11677
C 2.22205 1.98300 -0.22524
H 1.26878 2.20807 0.25437
H 2.55875 2.86991 -0.77564
H 2.83120 1.16469 1.71307
H 4.85798 1.71024 -1.31424
H 5.17115 -0.03612 -1.38433
H 3.21245 1.08588 -2.88930
H -0.48705 -0.86137 -2.52558
H 0.41679 0.31106 -3.49880
H 1.24061 -1.08739 -2.81242
```

***

Entry 5:
Entry from the Open Molecules 2025 dataset: the molecule C4H8O2 in a non-equilibrium geometry (ωB97M-V/def2-TZVPD).

net charge = 0
M = 88.1 g/mol
E_HOMO = -9.703 eV
SMILES = C[C@H](C=O)CO
ΔE to the lowest compared entry with this formula, charge and spin = 213.4 kJ/mol
E_tot = -307.63116 hartree

XYZ file:
```
14
C4H8O2, DFT ωB97M-V/def2-TZVPD
C 0.80983 0.87549 -0.98938
C 0.00788 -0.16827 -0.20695
C -0.64279 0.22017 1.10917
O 0.21300 -0.48421 2.09603
C -0.76308 -1.12077 -1.07149
O -0.51976 -1.35368 -2.23369
H 1.41124 0.36260 -1.74425
H 1.48630 1.41500 -0.31843
H 0.21163 1.62697 -1.52704
H 0.66043 -0.82582 0.51675
H -0.66023 1.29199 1.32335
H -1.63695 -0.21505 1.25777
H 0.98109 0.06133 2.32353
H -1.55858 -1.68573 -0.53536
```

***

- What is the M in the second record?
  121.2 g/mol